[1]
The following is a DFT calculation (ωB97M-V/def2-TZVPD) of C44H116Br3N8O6 as an isolated structure at a distorted geometry.

Values from the calculation:
Total charge: +5
2S+1: 1
HOMO level (Eh): -0.427
Orbital gap (eV): 1.60
Energy relative to the best compared isomer or geometry (same formula, charge and spin) (kJ/mol): 21.4

XYZ file:
```
177
Properties=species:S:1:pos:R:3:forces:R:3:lowdin_charge:R:1
C 11.9198 -4.0313 -0.8549 -3.0 0.4 -0.3 -0.05
C 11.2121 -3.6059 -1.9003 -1.0 2.4 2.8 -0.08
C 9.2300 -6.0565 -0.9931 -2.2 -0.4 -1.9 0.11
N 8.4887 -5.6897 -2.0437 0.1 -0.5 -0.6 -0.24
C 7.4201 -4.6376 -2.1374 2.2 -0.4 -0.7 0.01
C 7.2843 -8.1080 -1.1379 3.0 -0.1 0.5 0.02
C 6.7933 -7.8138 -2.4671 -1.3 -2.6 1.1 -0.23
C 7.8217 -7.7746 -3.6104 2.4 2.1 6.2 -0.09
C 8.6872 -6.4159 -3.3556 1.8 -0.7 0.3 -0.09
H 14.8304 -1.2426 -0.0702 -0.1 -0.1 0.0 -0.05
H 12.7735 -4.5602 -0.9218 2.9 -1.7 -0.4 0.02
H 11.4685 -4.0110 0.1286 0.2 0.5 0.1 0.06
H 11.4635 -3.4633 -2.8887 1.1 -0.6 -2.1 0.02
H 10.4389 -2.8475 -1.6339 -0.2 -1.1 -0.1 0.06
H 8.9869 -5.5309 -0.0419 0.9 -0.8 -0.6 0.12
H 9.8811 -6.9144 -1.3257 -0.1 1.3 1.6 0.12
H 7.6426 -3.8158 -1.4818 0.3 0.4 0.3 0.09
H 6.4565 -5.0080 -1.8552 -0.6 -0.4 -0.2 0.08
H 7.5328 -4.3124 -3.2030 -0.8 0.1 1.2 0.11
H 6.8006 -7.9487 -0.1582 0.0 -0.2 -0.9 0.09
H 8.3484 -8.5616 -1.1530 -2.1 0.4 0.4 0.11
H 5.8338 -7.2359 -2.5170 1.0 -0.6 -0.2 0.13
H 6.4628 -9.0732 -2.2259 0.2 2.3 -0.9 0.25
H 7.3537 -7.7057 -4.4561 -2.5 0.3 -5.1 0.05
H 8.4802 -8.6327 -3.5733 0.0 -0.1 0.0 0.12
H 8.5027 -5.5966 -4.0376 -0.2 -0.6 -0.8 0.10
H 9.8214 -6.6623 -3.4714 -1.9 0.4 0.4 0.16
C 1.6338 8.6778 3.2324 0.0 -1.0 0.3 -0.07
C 2.6622 7.5283 3.3280 0.0 -0.9 -0.9 -0.23
C 3.8940 7.8400 4.1861 0.7 0.4 -0.9 -0.06
N 5.0546 6.7710 4.2087 -1.0 -0.1 3.2 -0.26
C 4.8009 5.8170 5.3654 -0.3 0.1 0.4 0.02
C 6.3672 7.4262 4.5232 0.7 -0.5 0.2 -0.13
C 6.8849 7.8943 3.2033 2.2 -1.2 -1.1 -0.15
C 6.1768 7.0538 2.1443 -1.2 -0.3 -0.4 -0.12
C 5.3277 6.0415 2.9681 0.5 0.8 -1.2 -0.10
H 0.6708 8.3246 2.8541 0.3 -0.2 -0.4 0.08
H 1.9456 9.5314 2.6571 0.3 0.2 -0.2 0.08
H 1.3711 8.9830 4.2153 0.0 0.6 1.0 0.07
H 2.9894 7.2767 2.3178 0.0 0.2 -0.2 0.09
H 2.1503 6.5933 3.6482 0.3 0.6 0.3 0.12
H 3.5321 7.9839 5.2069 0.7 0.0 0.1 0.14
H 4.4456 8.7380 3.8142 -0.9 -0.4 0.4 0.15
H 3.7554 5.5403 5.4556 -0.1 -0.2 -0.6 0.10
H 4.9923 6.3146 6.3288 0.4 0.0 -0.5 0.12
H 5.4354 4.9345 5.2270 -0.2 0.3 0.2 0.11
H 7.0153 6.6317 4.9818 -0.6 0.7 -0.5 0.16
H 6.3166 8.2386 5.2151 -0.6 0.3 0.7 0.14
H 7.9420 7.5465 3.1677 -0.5 0.8 0.0 0.14
H 6.8772 8.9514 2.9972 -0.2 0.3 0.2 0.12
H 6.8340 6.5759 1.4363 0.4 -0.4 0.1 0.12
H 5.5083 7.6246 1.4777 0.1 0.1 0.5 0.12
H 5.8058 5.0793 3.1821 0.0 0.4 0.0 0.15
H 4.3867 5.9145 2.5027 -0.8 -0.8 -0.6 0.10
C 0.8821 3.0526 -6.2968 1.3 0.1 0.2 -0.03
C 0.7270 1.7188 -6.9920 -1.9 -1.0 0.4 -0.31
C 0.8206 0.5191 -6.0637 0.4 2.3 1.6 -0.24
O 2.1939 0.4070 -5.8365 0.1 -0.3 -0.3 -0.18
C 2.5579 -0.8928 -5.4168 0.5 0.6 -0.1 -0.08
N -0.7144 1.6413 -7.4752 0.3 0.8 -1.3 0.13
H -0.8303 2.4036 -8.1251 -0.2 0.4 -0.5 0.15
H -0.9676 0.7921 -7.9948 0.2 0.1 0.5 0.17
H -1.4141 1.8465 -6.7084 0.1 -0.6 0.2 -0.12
H 0.1804 3.1594 -5.4682 0.0 -0.3 0.0 0.06
H 0.7187 3.9187 -6.9510 0.3 -0.3 0.0 0.10
H 1.9284 3.0596 -5.8926 -0.9 0.3 -0.3 0.12
H 1.3869 1.4924 -7.8127 0.2 0.5 -0.5 0.16
H 0.3557 -0.3567 -6.4733 -0.1 -0.7 -0.4 0.12
H 0.2664 0.8397 -5.1327 0.4 -0.8 -0.5 0.10
H 3.6241 -0.8316 -5.1822 -0.1 -0.3 -0.3 0.10
H 2.3206 -1.6319 -6.2090 0.2 0.2 0.6 0.11
H 2.0387 -1.0390 -4.4874 -0.4 -0.9 0.5 0.07
C -6.7160 -4.1385 -0.2217 -1.7 -0.8 -2.7 -0.06
C -6.9761 -3.4324 1.0253 1.1 0.5 1.7 -0.36
C -8.0352 -4.0032 1.9571 0.8 0.7 -1.4 -0.23
O -7.9112 -3.2650 3.1162 -0.9 -0.5 1.5 -0.19
C -9.0228 -3.5033 4.0256 -0.6 -1.5 -0.6 -0.04
N -5.6614 -3.5443 1.7692 1.9 2.0 1.3 0.14
H -5.6867 -3.0083 2.6665 -0.5 -0.5 -0.6 0.16
H -5.4321 -4.5011 2.0492 0.0 0.1 -0.4 0.16
H -4.8058 -3.0319 1.2717 -1.3 -1.0 0.1 -0.02
H -6.0384 -3.5455 -0.8598 -0.3 -0.4 0.1 0.08
H -7.7135 -4.3186 -0.7529 1.4 0.4 0.4 0.13
H -6.3009 -5.1369 -0.0643 0.1 0.1 0.1 0.10
H -7.0805 -2.3482 0.9248 -0.4 -0.2 -0.2 0.16
H -7.8358 -5.0634 2.0455 -0.1 -0.6 0.5 0.14
H -8.9951 -3.8745 1.4832 -0.6 0.0 -0.2 0.14
H -8.6659 -3.7735 5.0168 0.2 0.8 0.1 0.09
H -9.6295 -4.4332 3.7697 0.8 1.1 -0.3 0.11
H -9.7041 -2.6580 3.9567 0.1 0.1 0.5 0.09
C -6.3116 2.6204 -4.6563 2.5 0.7 0.7 -0.08
C -6.8264 1.2354 -5.0072 0.4 -0.5 -0.3 -0.27
C -7.6650 1.2764 -6.3301 2.0 2.3 2.0 -0.20
O -6.7839 1.3829 -7.3881 0.8 -0.2 -0.7 -0.22
C -7.3415 1.9831 -8.5781 -0.3 -0.8 0.3 -0.02
N -5.6297 0.2943 -5.3178 0.6 0.8 -1.3 0.17
H -4.6614 0.6905 -5.0578 -1.0 -0.2 -0.2 -0.02
H -5.6715 -0.6633 -4.9584 -0.3 0.3 -0.1 0.16
H -5.6363 0.3036 -6.3994 0.2 -0.2 1.5 0.17
H -7.1294 3.1984 -4.2391 0.0 0.1 0.2 0.07
H -5.8774 3.1993 -5.5000 -0.7 -0.6 -0.1 0.10
H -5.3526 2.6567 -3.9783 -2.1 -0.5 -0.6 0.07
H -7.4731 0.8143 -4.1958 0.9 0.2 -0.6 0.16
H -8.1938 2.2086 -6.1907 -1.0 0.0 -0.3 0.14
H -8.2305 0.4221 -6.3395 -1.9 -2.0 -0.5 0.11
H -6.6530 1.8160 -9.3994 0.2 0.1 0.1 0.10
H -7.4786 3.0443 -8.3846 -0.2 0.0 -0.2 0.10
H -8.2748 1.4435 -8.8114 0.2 0.6 0.0 0.11
C 0.4683 -3.3064 -0.9088 -1.1 1.0 -0.6 -0.04
C 0.7127 -1.9774 -0.1444 -0.5 -2.0 -1.3 -0.42
C 0.7108 -0.7692 -1.0298 1.0 0.2 -0.7 -0.19
O 1.0266 0.2788 -0.1355 -0.3 0.3 0.3 -0.18
C 0.8297 1.5824 -0.5798 2.0 1.0 0.2 -0.11
N -0.3007 -1.8480 0.8995 -1.2 1.9 1.2 0.05
H -1.3714 -1.8656 0.6713 1.8 0.0 -0.2 -0.09
H -0.0828 -2.5176 1.6842 0.4 0.0 0.0 -0.09
H -0.0748 -0.9009 1.3079 -0.6 -1.1 -0.1 0.15
H 0.5223 -4.1448 -0.2191 0.1 0.0 0.0 0.06
H 1.2495 -3.4111 -1.6788 -0.4 -0.1 0.2 0.08
H -0.5892 -3.2911 -1.3871 1.8 0.0 0.6 0.11
H 1.6642 -2.0089 0.3771 0.1 -0.1 0.2 0.09
H -0.1979 -0.6464 -1.6309 -0.4 0.3 0.5 0.13
H 1.5096 -0.8588 -1.8015 -0.2 -0.1 0.5 0.13
H 1.5406 1.9117 -1.3459 0.2 -0.5 -0.3 0.09
H 1.0329 2.3246 0.2099 -0.3 -0.7 0.2 0.10
H -0.1165 1.7388 -0.9812 -2.1 0.2 -0.6 0.06
C -2.0129 -8.2591 8.5310 -1.1 2.8 2.6 -0.05
C -0.7143 -8.2050 7.8305 0.5 -0.6 -0.8 -0.35
C 0.5447 -7.6723 8.5405 -0.3 -1.2 0.8 -0.18
O 1.4974 -7.6012 7.5391 -0.9 -0.1 -1.2 -0.19
C 2.7835 -7.2254 7.8865 1.3 0.8 1.7 -0.09
N -0.4179 -9.6299 7.5231 0.9 -1.8 -0.3 0.19
H -0.1556 -10.0445 8.4322 0.1 -0.3 -0.6 0.17
H -1.1970 -10.2065 7.1369 0.5 0.8 0.3 0.19
H 0.3726 -9.6839 6.8558 -0.1 -0.1 0.6 0.18
H -2.8890 -8.6124 7.9981 0.3 -0.5 -0.4 0.09
H -2.2875 -7.1754 8.7486 0.2 -1.2 0.0 0.12
H -1.9490 -8.7487 9.5516 0.0 0.4 -1.2 0.13
H -0.6983 -7.7757 6.8351 -0.5 0.7 0.0 0.16
H 0.8704 -8.4395 9.3274 -0.4 1.0 -0.5 0.16
H 0.3372 -6.7150 9.0191 0.0 0.1 0.1 0.15
H 2.8574 -6.2678 8.4580 -0.5 -0.5 -0.4 0.11
H 3.3791 -7.0716 7.0014 0.0 -0.3 -0.4 0.09
H 3.2279 -7.9882 8.5424 0.2 0.0 -0.3 0.10
C -5.4458 5.1634 2.7236 -2.5 -1.3 0.7 -0.03
C -4.9200 4.2279 1.6881 0.7 -0.5 0.4 -0.21
N -5.0369 4.6396 0.3061 0.0 1.1 -1.3 -0.28
C -4.2722 3.5945 -0.4824 -0.8 1.3 -0.2 0.05
C -6.5209 4.5986 -0.0489 0.3 -1.2 0.8 -0.17
C -6.8198 4.9748 -1.4490 -0.3 -1.2 -1.1 -0.05
C -4.5924 6.0692 0.0622 0.5 -0.5 -0.6 -0.06
C -3.1998 6.4195 0.6239 -0.3 1.7 -0.6 -0.20
O -2.2361 5.4193 0.6689 -0.3 -0.6 0.0 -0.20
C -1.3967 5.4144 -0.4548 0.4 -0.4 -1.1 -0.10
H -6.5945 5.1788 2.7946 1.7 0.0 -0.3 0.13
H -5.1166 6.1648 2.7292 0.7 1.0 -0.1 0.06
H -5.1253 4.6657 3.6226 0.0 0.3 0.8 0.10
H -5.4990 3.3176 1.6535 0.0 -0.5 0.8 0.13
H -3.8621 3.9478 1.8101 -0.4 0.3 0.4 0.14
H -4.7920 2.6922 -0.2451 -0.1 -0.8 -0.4 0.11
H -3.2342 3.5350 -0.2442 0.4 0.1 0.8 0.09
H -4.3093 3.9085 -1.5020 -0.3 -0.3 -0.8 0.09
H -6.9908 5.2627 0.6548 -0.2 0.2 0.2 0.12
H -6.8208 3.5724 0.2231 -0.1 0.3 -0.3 0.14
H -6.6161 6.0115 -1.5704 -0.1 0.9 -0.5 0.07
H -7.8964 4.7770 -1.6898 1.0 0.2 0.2 0.12
H -6.1613 4.3808 -2.1297 -0.8 0.5 0.2 0.07
H -5.3952 6.7518 0.4558 1.0 -0.6 -0.4 0.17
H -4.5019 6.1512 -1.0283 -0.5 0.1 0.3 0.13
H -3.3028 6.8163 1.6191 0.0 0.2 0.4 0.12
H -2.8609 7.2593 -0.0563 -0.2 -0.6 0.9 0.15
H -0.7218 4.5466 -0.3632 -0.1 0.6 0.1 0.09
H -0.8506 6.3746 -0.4980 0.0 -0.5 -0.2 0.11
H -1.9395 5.2462 -1.4257 0.2 0.3 0.7 0.11
Br 1.5076 -3.2156 2.9458 0.0 -0.2 0.1 -0.37
Br -3.4176 -1.5849 0.1650 -0.6 -0.2 0.1 -0.17
Br -2.5260 1.7287 -5.0093 -0.6 0.0 0.4 -0.04
```
Positions in Å, forces in eV/Å.

[2]
The following is a DFT calculation (ωB97M-V/def2-TZVPD) of a 9-piece molecular cluster, C30H60O24S9 overall at a distorted geometry.

Values from the calculation:
Total charge: 0
2S+1: 1
HOMO level (Eh): -0.368
Orbital gap (eV): 10.02

XYZ file:
```
123
Properties=species:S:1:pos:R:3:forces:R:3:lowdin_charge:R:1
O 0.3831 -2.3040 30.4584 0.1 0.8 -0.8 -0.35
S 0.6165 -1.3085 29.4187 0.3 0.0 -0.8 0.73
O 1.9512 -0.7086 29.3031 -0.9 -0.3 0.3 -0.36
C 0.1703 -1.9012 27.7035 1.0 -0.2 1.9 -0.18
C -0.1387 -0.5962 27.0463 -0.1 -0.5 -1.8 -0.28
C -1.0585 0.1944 27.9219 -0.1 1.2 0.3 -0.20
C -0.6344 0.0670 29.3968 0.1 -1.4 -0.1 -0.18
H -0.6605 -2.5532 27.9182 -0.6 -0.2 -0.3 0.10
H 1.0160 -2.4927 27.3179 -0.3 0.4 0.1 0.11
H 0.7559 -0.0787 26.8216 1.2 0.6 0.1 0.09
H -0.5703 -0.7609 26.0484 -0.2 0.0 0.3 0.12
H -2.0095 -0.3082 27.7757 -0.5 0.5 0.3 0.12
H -1.1077 1.2777 27.6412 -0.2 -1.1 0.0 0.14
H -1.4971 -0.2686 29.9490 -0.1 -0.2 0.5 0.09
H -0.1945 0.9008 29.9176 0.3 0.4 -0.2 0.10
O 9.7006 -2.3336 19.9337 -0.3 -0.9 0.2 -0.34
S 10.0163 -3.7015 20.3230 -0.3 1.0 -0.4 0.72
O 10.1708 -4.7098 19.2986 0.5 0.3 0.3 -0.33
C 11.4509 -3.5120 21.4634 -1.4 -1.3 -0.6 -0.18
C 11.0609 -4.5319 22.4994 -0.3 0.1 0.6 -0.25
C 9.6136 -4.3722 22.8456 -1.0 2.4 -0.4 -0.23
C 8.8424 -4.4680 21.5344 1.4 -0.8 -0.2 -0.20
H 11.5823 -2.4677 21.7007 -0.4 0.2 0.5 0.11
H 12.3176 -3.8667 20.9872 1.1 -0.3 -1.1 0.09
H 11.1524 -5.5346 22.1353 0.5 -0.6 -0.7 0.12
H 11.6539 -4.4876 23.3680 0.9 0.2 1.1 0.11
H 9.4600 -3.3338 23.2242 0.0 -0.8 0.3 0.12
H 9.2415 -5.1232 23.4978 -0.2 -0.4 0.9 0.11
H 7.8541 -4.0311 21.5172 -0.1 0.1 -0.2 0.09
H 8.8661 -5.5542 21.2939 -0.5 0.8 -0.4 0.11
O 5.6243 0.3170 22.8411 0.2 -0.1 -1.4 -0.35
S 5.5864 0.5161 21.3792 0.0 -0.8 0.8 0.70
O 4.6105 1.4365 20.8741 -0.8 0.4 -0.2 -0.33
C 7.1519 1.0191 20.6908 1.0 1.3 0.9 -0.24
C 7.3352 0.1639 19.4301 0.7 0.5 0.7 -0.19
C 6.7920 -1.2286 19.8044 1.1 -0.2 -1.1 -0.24
C 5.4702 -1.0969 20.4673 -1.7 1.7 -0.3 -0.20
H 7.9550 1.0143 21.4723 -0.6 -0.8 -0.7 0.11
H 7.0248 2.1038 20.5420 -0.2 -0.4 -0.4 0.10
H 6.8187 0.6567 18.6089 -0.4 -0.3 -0.1 0.12
H 8.3921 0.1256 19.1146 -0.4 -0.2 0.4 0.12
H 7.4695 -1.6804 20.5280 0.3 0.0 -0.2 0.09
H 6.8143 -1.8297 18.8831 -0.4 -0.2 0.6 0.12
H 5.2385 -1.7514 21.2635 0.0 -1.2 0.6 0.06
H 4.5745 -1.0518 19.7953 0.9 0.2 0.5 0.13
O -1.3494 1.6446 23.9389 -0.8 -0.3 0.4 -0.33
S -0.2686 2.0713 23.1057 2.0 -0.6 -0.3 0.65
O -0.2019 3.3990 22.5964 -0.4 1.1 -0.3 -0.33
C 1.2984 1.7097 24.0251 -0.7 -1.2 0.0 -0.18
C 1.4938 0.1687 23.6965 -0.3 1.5 -0.4 -0.20
C 1.0995 -0.0565 22.2055 -0.1 -0.8 -0.2 -0.21
C -0.0259 0.8897 21.7299 1.8 1.2 0.1 -0.20
H 1.1023 1.8729 25.1100 0.0 0.0 -0.8 0.09
H 2.0935 2.4039 23.7006 -0.4 -0.6 -0.2 0.11
H 2.5301 -0.1335 23.8503 -0.3 0.0 0.1 0.08
H 0.8075 -0.4252 24.3153 0.4 0.2 0.0 0.09
H 0.6992 -1.0751 22.1302 0.4 0.1 0.0 0.10
H 1.9928 -0.0286 21.5622 -0.4 0.3 0.2 0.11
H -0.9112 0.4197 21.4487 -1.8 -1.1 0.5 0.07
H 0.1695 1.4129 20.7768 0.6 0.4 0.8 0.11
O 5.3408 -9.4268 28.2650 -0.2 1.0 -0.8 -0.33
S 4.7264 -8.8178 27.0860 3.2 1.5 3.6 0.63
O 3.9898 -9.6622 26.2790 -2.6 -2.5 -3.1 -0.29
C 3.7718 -7.3651 27.5582 0.4 -0.8 1.0 -0.22
C 4.4426 -6.2355 26.8325 0.3 0.7 1.0 -0.23
C 5.9490 -6.5142 26.7460 -0.5 -0.8 -1.0 -0.20
C 6.0031 -7.9343 26.1459 -0.1 0.2 2.4 -0.20
H 3.8432 -7.2819 28.6574 -0.3 -0.2 -0.5 0.12
H 2.7949 -7.6287 27.1724 -0.4 0.4 0.4 0.10
H 3.9698 -6.2552 25.8836 0.1 0.6 -1.3 0.09
H 4.2709 -5.2619 27.3010 -0.2 -0.1 -0.1 0.10
H 6.4690 -6.4367 27.7012 -0.1 0.0 -0.1 0.12
H 6.3894 -5.8570 26.0116 0.3 0.5 0.1 0.10
H 6.9050 -8.4648 26.4091 0.4 -0.2 -0.4 0.10
H 5.7325 -7.9189 25.1242 -0.1 -0.2 -1.1 0.09
O 3.6658 -5.3050 17.7562 -0.6 -0.5 -1.1 -0.31
S 4.5291 -5.1251 18.8704 -1.4 -0.4 1.3 0.66
O 5.1704 -3.8505 18.9810 1.0 0.4 0.4 -0.31
C 3.5882 -5.4374 20.4280 0.8 1.2 0.5 -0.20
C 4.6407 -6.0441 21.3495 0.5 -1.2 -0.9 -0.22
C 5.3110 -7.1236 20.4481 0.9 0.0 0.2 -0.21
C 5.6554 -6.5161 19.0714 -0.2 0.3 0.6 -0.21
H 2.6698 -6.0110 20.2493 0.5 0.0 0.0 0.12
H 3.3669 -4.4563 20.8468 -0.5 0.2 -0.5 0.08
H 5.4203 -5.3126 21.6847 -0.8 -0.4 -0.4 0.11
H 4.2536 -6.5602 22.2251 -0.3 0.3 0.1 0.11
H 4.7263 -8.0519 20.3536 -0.1 0.6 0.0 0.12
H 6.2378 -7.4097 20.9346 0.2 -0.3 0.0 0.10
H 5.5493 -7.1725 18.2322 -0.4 -0.4 -0.4 0.09
H 6.6587 -6.1358 19.0059 0.5 0.4 0.2 0.09
O 7.8725 -2.9390 29.4762 -1.6 0.0 -0.8 -0.24
S 6.5107 -3.0710 29.0094 0.5 0.7 2.5 0.69
O 6.2864 -3.5198 27.6659 -0.4 0.5 0.9 -0.24
O 5.7235 -3.9535 30.1582 0.1 0.9 -1.4 -0.20
C 4.4102 -3.3052 30.3650 0.5 -1.0 -0.4 -0.15
C 4.7553 -1.8803 30.4648 0.3 1.3 0.6 -0.17
O 5.6638 -1.6630 29.3330 0.4 -1.2 -0.4 -0.21
H 3.8165 -3.5754 29.5116 -0.6 0.1 -0.3 0.12
H 3.9894 -3.6760 31.2762 -0.1 -0.4 0.4 0.14
H 5.2917 -1.7489 31.4204 0.3 0.1 -0.5 0.14
H 3.9121 -1.1446 30.5010 0.7 -0.8 -0.8 0.13
O 2.6459 -2.6621 22.7870 1.1 -0.7 1.1 -0.25
S 3.4313 -3.3369 23.8061 -3.0 0.0 0.0 0.57
O 3.1424 -4.7402 24.0119 0.4 1.5 0.2 -0.25
O 4.9157 -3.1128 23.5521 2.3 0.9 0.2 -0.21
C 5.6199 -2.3831 24.6748 0.6 0.7 -1.6 -0.10
C 4.5363 -1.5914 25.3136 -1.6 0.2 -0.4 -0.10
O 3.3165 -2.5069 25.2075 1.3 0.1 -0.4 -0.22
H 5.9704 -3.1452 25.3108 0.7 -0.9 0.7 0.09
H 6.4566 -1.7224 24.2558 -1.5 -1.1 0.4 0.13
H 4.3295 -0.7029 24.7055 0.0 -0.2 0.2 0.10
H 4.7083 -1.2925 26.3603 -0.2 -0.6 -0.4 0.14
O 7.6041 -0.1030 25.4676 0.6 0.1 -0.4 -0.23
S 8.9614 0.0128 25.0105 -0.4 0.8 1.6 0.57
O 9.4059 -0.6662 23.8595 0.0 0.1 -0.7 -0.21
O 9.4056 1.5518 25.0314 -0.4 0.2 0.7 -0.22
C 9.6805 1.9930 26.4409 0.1 -1.5 0.0 -0.06
C 9.7692 0.5916 27.2753 0.2 0.6 -2.3 -0.09
O 9.9280 -0.3735 26.1821 0.4 -0.4 0.9 -0.22
H 10.7029 2.4235 26.3871 -1.0 0.0 0.1 0.13
H 8.8727 2.6867 26.7911 0.9 -0.7 -0.4 0.14
H 8.8735 0.2804 27.7687 -0.5 0.4 0.6 0.11
H 10.6589 0.4866 27.8867 -0.1 0.2 0.0 0.13
```
Positions in Å, forces in eV/Å.